1.
This record from OMol25 describes one molecule with the formula C5H5N5OS in a non-equilibrium geometry. The level of theory is ωB97M-V with the def2-TZVPD basis set.

ORCA input file:
```
! wB97M-V def2-TZVPD RIJCOSX def2/J DEFGRID3
* xyz 0 1
S -4.38 -0.99 0.12
O 2.34 -2.05 -0.05
N 2.91 -0.90 0.08
N -1.11 1.07 -0.28
N -1.67 -1.15 0.03
N -2.41 0.91 -0.22
N 1.06 -1.96 -0.25
C 2.01 0.01 0.06
C -0.61 -0.25 -0.17
C -2.86 -0.34 -0.01
C 2.23 1.43 0.20
C 0.70 -0.73 -0.19
H -1.74 -2.00 0.23
H -3.06 1.52 -0.25
H 2.74 1.60 0.91
H 2.55 1.89 -0.62
H 1.30 1.94 0.41
*
```

Results
Electronic energy: -25594.0081 eV
Gap between HOMO and LUMO: 8.01 eV
HOMO level: -8.34 eV
SMILES string: Cc1nonc1-c1n[nH]c(=S)[nH]1
LUMO energy: -0.33 eV
Relative energy (zero: lowest compared OMol25 entry of this formula, charge and spin): 61.83 kcal/mol

2.
This record from OMol25 describes an isolated ion of composition C4H11N2 and charge +1 in a non-equilibrium geometry. The level of theory is ωB97M-V with the def2-TZVPD basis set.

ORCA input file:
```
! wB97M-V def2-TZVPD RIJCOSX def2/J DEFGRID3
* xyz 1 1
N 0.63 -0.52 0.90
N -0.97 1.60 0.27
C -1.28 0.75 -0.92
C 0.42 -1.09 -0.43
C -0.05 -0.02 -1.42
C 1.43 -1.08 1.70
H 1.99 -1.98 1.44
H 1.31 -1.58 -0.78
H -0.29 0.97 0.84
H 1.57 -0.62 2.69
H -0.33 -1.87 -0.39
H -0.63 2.54 -0.06
H 0.71 0.66 -1.78
H -1.80 1.79 0.82
H -1.68 1.33 -1.73
H -2.08 0.04 -0.75
H -0.38 -0.53 -2.33
*
```

Results
Electronic energy: -7299.6931 eV
Gap between HOMO and LUMO: 11.34 eV
HOMO level: -14.48 eV
SMILES string: C=NCCC[NH3+]
LUMO energy: -3.13 eV
Relative energy (zero: lowest compared OMol25 entry of this formula, charge and spin): 28.94 kcal/mol

3.
This record from OMol25 describes one molecule with the formula H4N4 in a non-equilibrium geometry. The level of theory is ωB97M-V with the def2-TZVPD basis set.

ORCA input file:
```
! wB97M-V def2-TZVPD RIJCOSX def2/J DEFGRID3
* xyz 0 1
N -0.68 -0.29 -0.01
N 1.52 0.03 -0.05
N 0.26 0.42 -0.46
N -1.96 -0.18 -0.16
H 2.16 0.81 -0.16
H -0.70 -0.92 0.85
H 1.56 -0.38 0.88
H -2.15 0.52 -0.89
*
```

Results
Electronic energy: -6021.4789 eV
Gap between HOMO and LUMO: 8.81 eV
HOMO level: -7.75 eV
LUMO energy: 1.06 eV
Relative energy (zero: lowest compared OMol25 entry of this formula, charge and spin): 79.93 kcal/mol

4.
This record from OMol25 describes C22H19Cl2O4Zn as an isolated structure in a non-equilibrium geometry. The level of theory is ωB97M-V with the def2-TZVPD basis set.

ORCA input file:
```
! wB97M-V def2-TZVPD RIJCOSX def2/J DEFGRID3
* xyz -1 1
Zn 2.78 4.73 -1.78
Cl 3.89 5.35 -0.07
Cl 1.05 4.14 -2.87
O 3.44 -1.57 -0.01
O 0.15 -3.74 0.80
O 2.36 -3.58 0.57
O 2.25 0.32 -0.11
C 0.83 2.90 1.51
C 1.09 -3.08 0.39
C -2.77 2.71 0.73
C 0.43 4.26 1.52
C -3.86 -1.82 0.12
C -3.95 -3.10 -0.46
C -0.29 2.10 1.19
C 2.25 -0.89 -0.13
C -0.18 -1.05 -0.37
C 1.01 -1.71 -0.20
C -1.86 5.40 0.97
C -3.65 3.79 0.60
C -2.64 -1.13 0.10
C -0.96 4.34 1.19
C 4.71 -3.58 0.26
C -1.43 2.97 1.04
C -3.20 5.12 0.68
C 3.17 -3.31 -1.73
C -1.47 -1.71 -0.44
C -2.82 -3.65 -1.08
C -1.61 -2.98 -1.08
C 3.39 -3.00 -0.25
H -3.91 5.92 0.48
H 5.54 -3.14 -0.28
H -2.88 -4.62 -1.58
H -0.74 -3.41 -1.59
H 1.84 2.53 1.72
H 3.16 -4.40 -1.84
H -3.09 1.68 0.61
H -2.55 -0.12 0.51
H -0.12 0.03 -0.49
H -4.89 -3.65 -0.44
H -1.50 6.42 0.95
H 4.81 -3.36 1.33
H 4.01 -2.90 -2.30
H -4.71 3.58 0.41
H 1.07 5.12 1.68
H -4.73 -1.36 0.59
H 4.70 -4.66 0.12
H 2.23 -2.90 -2.10
H -0.32 1.03 1.12
*
```

Results
Electronic energy: -104777.9881 eV
Gap between HOMO and LUMO: 3.74 eV
HOMO level: -2.33 eV
LUMO energy: 1.41 eV
Relative energy (zero: lowest compared OMol25 entry of this formula, charge and spin): 21.62 kcal/mol

5.
This record from OMol25 describes C5H8O as an isolated structure in a non-equilibrium geometry. The level of theory is ωB97M-V with the def2-TZVPD basis set.

ORCA input file:
```
! wB97M-V def2-TZVPD RIJCOSX def2/J DEFGRID3
* xyz 0 1
O 1.39 0.55 0.29
C -0.78 0.29 1.32
C 0.09 0.32 0.09
C 1.62 -1.14 -0.12
C -0.51 0.93 -1.14
C 0.43 -1.54 -0.35
H 2.69 -1.21 -0.02
H -0.61 2.00 -0.95
H -0.02 -2.47 -0.64
H -1.50 0.52 -1.35
H -1.77 -0.12 1.10
H -0.89 1.33 1.65
H 0.15 0.79 -1.99
H -0.30 -0.26 2.11
*
```

Results
Electronic energy: -7357.8876 eV
Gap between HOMO and LUMO: 9.84 eV
HOMO level: -8.84 eV
LUMO energy: 1.00 eV
Relative energy (zero: lowest compared OMol25 entry of this formula, charge and spin): 100.72 kcal/mol

6.
This record from OMol25 describes a 3-piece molecular cluster, C21H46F9IN6O5P2S overall in a non-equilibrium geometry. The level of theory is ωB97M-V with the def2-TZVPD basis set.

ORCA input file:
```
! wB97M-V def2-TZVPD RIJCOSX def2/J DEFGRID3
* xyz 0 1
I -0.83 -1.52 -4.68
S 7.01 1.07 -3.95
P -1.44 4.16 2.49
P -3.61 -3.25 0.78
F 5.32 0.93 -3.74
F 6.69 1.98 -5.37
F 7.14 -0.32 -4.94
F 8.63 -0.73 -2.61
F 8.71 1.34 -4.24
F 7.04 -1.24 -0.41
F 8.01 1.25 -1.42
F 5.28 0.26 -0.90
F 7.04 2.58 -3.07
O 1.19 1.78 -1.72
O -2.64 -3.24 -0.42
O -2.59 3.12 2.53
O 1.29 0.14 -3.52
O 0.98 -0.75 -1.28
N -4.04 -4.90 0.54
N -2.46 5.31 1.76
N -2.31 -3.18 1.88
N -0.59 3.31 1.25
N -0.12 5.35 2.44
N -4.73 -3.26 2.17
C -1.57 -1.92 1.94
C -3.83 -5.47 -0.80
C 1.14 0.50 -2.09
C 1.10 -1.34 -3.58
C -0.19 3.85 -0.05
C -1.98 -4.08 2.95
C -6.13 -3.27 1.68
C -3.52 5.88 2.60
C 0.65 -1.95 -2.11
C -2.29 6.02 0.52
C -0.88 1.88 1.08
C 2.11 -2.20 -4.54
C 3.49 -2.71 -3.81
C 7.47 0.21 -2.38
C 4.01 -1.75 -2.58
C -0.34 6.63 3.14
C 6.32 -0.61 -1.58
C 1.09 4.78 3.07
C 5.66 -1.89 -2.39
C -4.66 -2.12 3.10
C -3.92 -5.98 1.51
H -6.33 -4.12 1.02
H 0.91 4.55 4.13
H -2.77 -5.72 -0.97
H 0.18 4.87 0.01
H 4.34 -2.72 -4.65
H -3.05 6.79 0.35
H -1.34 -1.55 0.93
H 6.19 -2.13 -3.41
H 1.60 -3.12 -5.08
H -4.20 -5.67 2.52
H -1.07 7.27 2.64
H -0.09 1.37 0.51
H 5.80 -2.88 -1.73
H -1.01 3.80 -0.77
H 2.45 -1.47 -5.42
H -2.15 -1.14 2.45
H 1.41 3.85 2.59
H -0.93 1.37 2.04
H -4.28 6.40 2.03
H -1.65 -5.05 2.57
H -4.41 -6.39 -0.95
H 1.19 -2.95 -1.78
H -4.16 -4.78 -1.58
H -1.14 -3.72 3.57
H 3.37 -3.86 -3.50
H -5.47 -2.18 3.84
H 0.58 7.23 3.15
H -3.11 6.58 3.33
H -2.91 -6.39 1.53
H -0.61 -2.01 2.45
H -4.04 5.09 3.15
H -2.38 5.35 -0.34
H 0.65 3.27 -0.46
H -0.52 -1.92 -2.13
H -6.84 -3.35 2.51
H -6.35 -2.36 1.11
H 3.64 -0.65 -2.64
H 1.94 5.47 2.99
H -4.60 -6.80 1.26
H -1.83 1.73 0.54
H -0.66 6.47 4.17
H -2.81 -4.24 3.65
H -1.33 6.54 0.45
H -3.75 -2.12 3.70
H -4.74 -1.17 2.58
H 3.55 -2.20 -1.58
*
```

Results
Electronic energy: -103656.5160 eV
Gap between HOMO and LUMO: 5.09 eV
HOMO level: -7.62 eV
SMILES string: O=C1OC[C@](I)(CCCCC(F)(F)C(F)(F)S(F)(F)(F)(F)F)O1.CN(C)P(=O)(N(C)C)N(C)C.CN(C)P(=O)(N(C)C)N(C)C
LUMO energy: -2.53 eV

7.
This record from OMol25 describes an isolated ion of composition C5H8F3N4O3 and charge +1 in a non-equilibrium geometry. The level of theory is ωB97M-V with the def2-TZVPD basis set.

ORCA input file:
```
! wB97M-V def2-TZVPD RIJCOSX def2/J DEFGRID3
* xyz 1 1
F 2.69 -2.32 0.90
F 1.61 -3.89 -0.09
F 1.68 -1.91 -0.95
O 1.12 3.35 -1.89
O -2.41 -1.70 1.65
O 0.45 -2.34 0.86
N -0.75 -0.38 0.65
N -2.06 0.74 -0.68
N -2.82 -0.07 0.03
N -2.04 -0.72 0.83
C 0.38 1.23 -0.96
C 0.35 -1.04 1.35
C 1.62 -2.64 0.18
C -0.78 0.55 -0.33
C 0.00 2.65 -1.44
H 0.72 0.63 -1.80
H 1.19 1.31 -0.23
H -0.68 2.56 -2.28
H -0.54 3.17 -0.64
H 0.15 -1.05 2.42
H -2.82 -1.28 2.44
H 1.23 -0.43 1.14
H 1.70 3.58 -1.15
*
```

Results
Electronic energy: -25559.5901 eV
Gap between HOMO and LUMO: 9.40 eV
HOMO level: -14.25 eV
SMILES string: OCCc1nnn(O)[n+]1COC(F)(F)F
LUMO energy: -4.85 eV

8.
This record from OMol25 describes one molecule with the formula C5H11N3 in a non-equilibrium geometry. The level of theory is ωB97M-V with the def2-TZVPD basis set.

ORCA input file:
```
! wB97M-V def2-TZVPD RIJCOSX def2/J DEFGRID3
* xyz 0 1
N 1.34 -0.23 -0.84
N 2.50 -0.47 -0.01
N -1.02 -0.19 -0.92
C 0.09 -0.72 0.90
C 0.13 0.51 -0.07
C 0.12 -1.24 -0.57
C -2.27 -0.39 -0.20
C 0.14 1.98 0.03
H 3.17 0.28 -0.17
H -2.45 -1.44 0.05
H -0.79 -0.91 1.52
H -3.08 -0.09 -0.87
H 2.98 -1.31 -0.35
H -0.86 2.39 0.19
H 0.53 2.45 -0.89
H 0.94 -0.91 1.57
H 0.77 2.32 0.86
H -2.37 0.24 0.69
H 0.12 -2.27 -0.92
*
```

Results
Electronic energy: -9828.6293 eV
Gap between HOMO and LUMO: 9.01 eV
HOMO level: -7.94 eV
LUMO energy: 1.07 eV
Relative energy (zero: lowest compared OMol25 entry of this formula, charge and spin): 121.69 kcal/mol

9.
This record from OMol25 describes one molecule with the formula C9H12O2 in a non-equilibrium geometry. The level of theory is ωB97M-V with the def2-TZVPD basis set.

ORCA input file:
```
! wB97M-V def2-TZVPD RIJCOSX def2/J DEFGRID3
* xyz 0 1
O -0.29 -0.73 -1.98
O 1.84 -0.30 -1.51
C -2.43 -0.06 -0.02
C 0.51 -0.50 -1.13
C -1.30 0.93 1.92
C 0.26 -0.25 0.31
C 1.50 0.40 1.03
C 2.32 1.01 1.64
C -0.46 -1.34 1.12
C 2.13 -0.19 -2.84
C -1.19 -0.04 0.82
H -2.63 -0.91 -0.63
H 2.15 -1.13 -3.42
H -3.32 0.02 0.65
H 3.17 0.19 -2.85
H -0.73 -2.22 0.57
H -2.18 0.80 2.55
H 3.23 1.52 1.83
H 1.43 0.43 -3.34
H -0.07 -1.40 2.03
H -0.29 0.92 2.40
H -2.36 0.90 -0.69
H -1.28 1.95 1.53
*
```

Results
Electronic energy: -13618.9903 eV
Gap between HOMO and LUMO: 10.80 eV
HOMO level: -9.89 eV
SMILES string: C#C[C@@]1(C(=O)OC)CC1(C)C
LUMO energy: 0.91 eV
Relative energy (zero: lowest compared OMol25 entry of this formula, charge and spin): 83.29 kcal/mol